# 1
The following is a quantum chemistry calculation of a molecular structure, C28H52IrP2 in a non-equilibrium geometry, from the Open Molecules 2025 dataset.

**F_max**: 3.280 eV/A
**ΔE to the lowest compared entry with this formula, charge and spin**: 0.0 kJ/mol
**Gap between HOMO and LUMO (alpha / beta)**: 3.468 / 2.849 eV
**Net charge**: +2
**Multiplicity**: 6
**LUMO level (alpha / beta)**: -0.22970 / -0.38466 Eh

Geometry as XYZ:
```
83
Properties=species:S:1:pos:R:3:forces:R:3:lowdin_spin:R:1
Ir 1.304 -0.071 0.023 -1.38 1.05 -0.29 1.7155
C 2.529 1.051 1.381 0.73 -0.63 0.55 0.1198
C 2.191 -0.133 2.164 1.46 0.18 -0.04 0.1921
C 3.784 -0.767 0.591 0.82 0.97 0.25 0.2732
C 3.534 0.637 0.414 0.92 -0.84 1.08 0.2140
C 2.986 -1.226 1.677 0.23 0.22 0.47 0.2996
C 2.214 2.478 1.716 0.20 -0.08 0.02 0.0216
H 1.437 2.535 2.481 0.12 0.12 -0.10 0.0000
H 1.894 3.031 0.826 0.04 -0.03 0.19 0.0051
H 3.117 2.969 2.102 -0.22 -0.02 -0.01 0.0052
C 4.354 1.599 -0.366 -0.01 0.09 -0.28 0.0275
H 3.824 2.549 -0.486 0.17 -0.10 -0.08 0.0013
H 4.617 1.209 -1.353 0.04 0.18 0.27 0.0033
H 5.290 1.806 0.171 -0.16 -0.04 -0.05 0.0118
C 4.739 -1.599 -0.189 0.04 -0.11 -0.11 0.0314
H 5.773 -1.477 0.164 -0.20 -0.02 -0.05 0.0137
H 4.727 -1.327 -1.251 0.05 -0.16 0.30 0.0048
H 4.485 -2.662 -0.099 0.12 0.19 -0.07 0.0010
C 3.019 -2.597 2.242 -0.06 -0.29 0.18 0.0356
H 3.991 -2.796 2.719 -0.24 0.02 -0.12 0.0136
H 2.884 -3.370 1.471 0.05 0.15 0.21 0.0073
H 2.247 -2.729 3.007 0.17 -0.05 -0.12 0.0000
C 1.417 -0.139 3.442 -0.14 -0.08 0.03 0.0334
H 2.108 -0.185 4.297 -0.11 0.00 -0.23 0.0118
H 0.763 -1.015 3.514 0.10 0.18 0.09 0.0046
H 0.818 0.768 3.559 0.14 -0.19 0.09 0.0001
C -4.058 1.633 -0.472 -0.12 1.07 0.48 0.0027
C -3.975 2.184 0.754 -0.42 0.25 -1.31 0.0029
C -4.854 1.813 1.909 0.34 0.67 0.37 0.0446
C -5.131 0.300 2.070 -0.29 -0.68 0.27 0.0483
C -4.061 -0.663 1.604 -0.82 1.40 2.82 0.3240
C -4.129 -1.317 0.431 -0.96 -1.28 -2.87 0.2966
C -4.910 -0.863 -0.767 0.45 0.69 -0.07 0.0391
C -5.135 0.684 -0.923 -0.44 -0.51 -0.30 0.0043
H -5.827 2.330 1.830 0.28 -0.27 -0.01 0.0035
H -6.093 0.077 1.588 0.39 -0.14 -0.06 0.0060
H -4.401 2.204 2.833 -0.11 -0.24 -0.26 0.0015
H -6.104 0.924 -0.458 0.40 0.14 -0.13 0.0008
H -3.423 2.015 -1.284 -0.27 -0.08 0.56 0.0005
H -3.335 3.058 0.923 -0.03 -0.47 -0.15 0.0006
H -5.262 0.849 -2.008 -0.14 -0.09 0.50 0.0007
H -4.428 -1.240 -1.685 -0.10 -0.18 0.47 0.0049
H -3.700 -2.323 0.333 0.07 0.42 0.26 0.0105
H -5.912 -1.327 -0.760 0.25 -0.20 0.18 0.0226
H -5.277 0.123 3.147 0.08 -0.07 -0.30 0.0033
H -3.349 -0.975 2.376 0.05 0.11 -0.42 0.0121
P -0.565 1.114 -0.217 -0.27 -0.16 0.00 0.2012
P 0.079 -1.997 -0.109 0.61 -0.12 0.35 0.1654
C -1.735 -0.076 -1.006 -0.62 0.40 -0.14 0.0663
C -1.328 -1.534 -1.190 -0.04 -0.60 0.16 0.0243
H -2.087 0.353 -1.955 0.00 -0.15 0.26 0.0023
H -2.568 -0.035 -0.300 -0.20 -0.01 -0.01 0.0168
H -2.164 -2.194 -0.919 0.18 0.11 -0.33 0.0031
H -1.078 -1.761 -2.233 0.09 0.05 0.27 0.0016
C 0.925 -3.383 -0.913 -0.43 -0.59 0.01 0.0315
H 1.866 -3.591 -0.389 -0.30 0.06 -0.15 0.0022
H 1.147 -3.151 -1.963 -0.11 0.03 0.35 0.0005
H 0.277 -4.270 -0.874 0.29 0.05 -0.09 0.0071
C -0.569 -2.565 1.482 -0.75 -0.60 -0.10 0.0374
H -1.530 -3.070 1.305 0.20 -0.21 0.36 0.0070
H -0.727 -1.732 2.180 0.10 -0.22 -0.31 0.0028
H 0.152 -3.270 1.920 -0.28 0.15 -0.04 0.0009
C -0.609 2.663 -1.111 -0.64 0.73 -0.05 0.0471
H 0.149 3.338 -0.693 -0.19 -0.17 -0.10 0.0032
H -1.593 3.137 -1.014 0.21 0.15 -0.12 0.0117
H -0.392 2.520 -2.176 -0.02 -0.10 0.35 0.0000
C -1.027 1.357 1.528 -0.59 0.27 0.16 0.0690
H -0.546 0.603 2.158 -0.13 0.21 -0.30 0.0125
H -2.105 1.306 1.677 0.01 0.04 0.11 0.0119
H -0.677 2.348 1.846 -0.11 -0.22 -0.07 0.0011
C 3.622 0.184 -3.423 0.14 0.08 -0.20 0.0081
C 2.323 0.744 -2.847 -0.17 -0.16 0.31 0.0563
C 1.464 1.258 -4.006 0.23 0.04 -0.05 0.0088
C 1.598 -0.341 -1.995 1.73 -0.82 -2.41 0.2557
H 3.385 -0.643 -4.106 0.07 0.12 0.12 0.0010
H 4.311 -0.201 -2.661 -0.27 0.12 -0.27 0.0009
H 4.152 0.947 -4.003 0.00 -0.11 0.09 0.0011
H 2.537 1.587 -2.174 0.09 0.02 -0.37 0.0111
H 1.251 0.453 -4.722 0.01 0.14 0.17 0.0005
H 0.519 1.689 -3.673 -0.02 -0.10 -0.05 0.0004
H 2.012 2.044 -4.538 -0.16 -0.11 0.00 0.0016
H 0.646 -0.587 -2.487 -0.04 0.14 0.14 0.0283
H 2.204 -1.265 -2.058 -0.14 0.28 -0.26 0.0218
```
Positions in Å, forces in eV/Å.

=====

# 2
The following is a quantum chemistry calculation of a molecular structure, C28H52OP2Tb in a non-equilibrium geometry, from the Open Molecules 2025 dataset.

**F_max**: 2.701 eV/A
**Gap between HOMO and LUMO (alpha / beta)**: 6.806 / 7.536 eV
**Net charge**: +1
**Multiplicity**: 7
**LUMO level (alpha / beta)**: -0.14163 / -0.11488 Eh

Geometry as XYZ:
```
84
Properties=species:S:1:pos:R:3:forces:R:3:lowdin_spin:R:1
Tb -1.460 0.596 -0.857 -1.87 -1.73 0.89 6.1909
C -0.140 0.365 1.384 0.41 1.13 -0.10 -0.0232
C 0.705 0.735 0.284 -0.37 0.82 0.71 -0.0262
C -0.769 2.460 0.691 1.11 -0.36 0.08 -0.0266
C -1.040 1.437 1.639 1.21 -0.35 -0.33 -0.0221
C 0.350 2.062 -0.107 -0.15 -0.37 0.79 -0.0210
C 0.139 -0.784 2.278 0.11 -0.84 0.28 -0.0012
H 1.225 -0.915 2.415 -0.34 0.11 -0.05 -0.0003
H -0.241 -1.735 1.880 0.13 0.28 0.20 -0.0005
H -0.300 -0.641 3.276 0.10 -0.04 -0.35 0.0000
C -1.895 1.587 2.845 -0.75 -0.15 0.26 -0.0013
H -1.390 1.203 3.748 -0.15 0.12 -0.40 -0.0003
H -2.836 1.033 2.732 0.20 0.22 0.17 -0.0007
H -2.150 2.638 3.029 0.09 -0.31 -0.05 0.0000
C -1.399 3.794 0.707 -0.38 0.73 -0.19 -0.0025
H -1.591 4.124 1.732 0.01 -0.03 -0.18 -0.0002
H -2.359 3.809 0.181 -0.08 0.16 0.05 -0.0010
H -0.758 4.544 0.240 -0.09 -0.04 0.02 -0.0001
C 1.065 2.866 -1.126 0.26 0.36 -0.48 -0.0001
H 2.084 3.109 -0.782 -0.30 -0.07 -0.19 0.0004
H 0.542 3.805 -1.324 0.15 -0.10 -0.04 0.0000
H 1.160 2.331 -2.083 0.11 0.15 0.07 -0.0002
C 1.875 -0.040 -0.204 0.53 -0.31 -0.13 -0.0008
H 2.792 0.265 0.338 -0.35 -0.17 -0.23 -0.0002
H 2.062 0.114 -1.277 0.08 -0.01 0.28 0.0000
H 1.724 -1.118 -0.047 0.13 0.27 -0.04 0.0000
C 0.574 -3.804 -2.083 0.28 -0.40 0.61 0.0000
C 1.649 -3.701 -1.274 -1.04 0.08 0.24 -0.0002
C 3.050 -3.299 -1.607 0.55 0.36 -0.45 -0.0001
C 3.391 -3.284 -3.126 0.53 -0.42 0.35 -0.0001
C 3.207 -1.974 -3.821 0.15 0.86 -0.26 -0.0006
C 2.114 -1.211 -3.852 -0.06 0.39 0.48 -0.0004
C 0.774 -1.596 -3.274 -0.56 0.64 0.03 -0.0043
C 0.388 -3.087 -3.395 -0.23 -0.15 -0.09 -0.0003
H 3.708 -4.047 -1.139 -0.26 0.00 -0.11 0.0000
H 2.835 -4.092 -3.616 0.21 0.07 0.10 0.0000
H 3.376 -2.359 -1.116 -0.31 -0.23 -0.32 0.0000
H 0.933 -3.576 -4.219 -0.23 0.33 0.26 -0.0001
H -0.281 -4.436 -1.775 0.44 0.77 0.26 0.0000
H 1.492 -3.910 -0.210 0.14 -0.70 -0.36 0.0000
H -0.689 -3.145 -3.649 0.49 -0.07 0.03 0.0000
H 0.729 -1.309 -2.212 0.29 -0.28 0.17 -0.0032
H 2.171 -0.167 -4.197 0.14 -0.59 -0.24 0.0000
H -0.030 -0.950 -3.717 0.95 -0.65 0.08 -0.0009
H 4.466 -3.516 -3.242 -0.54 -0.15 0.16 0.0000
H 4.133 -1.592 -4.272 -0.50 0.10 0.12 -0.0001
P -1.153 -1.165 -5.693 0.01 -0.68 -2.13 0.0001
P -1.326 1.878 -5.407 0.12 0.64 -2.11 -0.0037
C -1.525 -0.262 -7.287 -0.03 -0.06 0.17 0.0000
C -2.028 1.148 -7.019 -0.40 -0.17 0.54 -0.0009
H -2.285 -0.851 -7.820 0.33 0.10 -0.09 0.0000
H -0.611 -0.251 -7.904 -0.32 0.07 0.31 0.0000
H -1.743 1.804 -7.858 -0.21 -0.06 0.47 -0.0002
H -3.126 1.161 -6.925 0.26 0.03 -0.11 0.0000
C -1.746 3.583 -5.989 -0.10 0.32 0.47 -0.0006
H -1.160 4.306 -5.414 -0.22 0.09 -0.07 0.0000
H -2.814 3.771 -5.831 0.19 0.11 -0.03 0.0000
H -1.516 3.704 -7.058 -0.03 0.00 0.40 -0.0001
C 0.408 1.955 -6.079 0.24 -0.09 0.54 -0.0005
H 0.404 2.073 -7.173 -0.04 -0.02 0.37 -0.0001
H 0.987 1.064 -5.810 -0.04 0.16 -0.12 0.0000
H 0.887 2.834 -5.631 0.08 -0.23 -0.11 0.0000
C -2.636 -2.246 -5.681 -0.23 -0.09 0.37 0.0000
H -2.859 -2.504 -4.636 -0.22 -0.17 -0.38 0.0000
H -2.434 -3.153 -6.268 -0.25 0.24 0.21 0.0000
H -3.481 -1.698 -6.120 0.09 -0.26 0.27 0.0000
C 0.007 -2.351 -6.559 0.26 0.07 0.25 0.0000
H -0.335 -2.491 -7.595 0.07 -0.03 0.36 0.0000
H 0.063 -3.329 -6.064 -0.01 0.33 -0.17 0.0000
H 1.010 -1.898 -6.577 -0.19 -0.25 -0.04 0.0000
C -4.669 -2.052 0.362 -0.36 -0.22 -0.02 -0.0002
C -3.265 -1.791 0.887 -0.11 0.15 -0.15 -0.0015
C -3.382 -1.517 2.381 0.08 -0.13 0.38 -0.0003
C -2.400 -3.021 0.642 -0.01 -0.32 0.10 -0.0010
O -2.700 -0.684 0.177 0.54 0.60 -1.02 -0.0430
H -4.990 -3.046 0.705 -0.06 0.28 -0.15 0.0000
H -4.706 -2.030 -0.730 0.06 -0.05 0.07 0.0001
H -5.384 -1.324 0.760 0.13 -0.01 -0.19 0.0000
H -3.678 -2.454 2.884 0.05 0.37 -0.13 0.0000
H -2.436 -1.189 2.825 -0.19 -0.12 -0.15 0.0000
H -4.154 -0.765 2.587 0.20 -0.14 -0.05 0.0000
H -2.155 -3.122 -0.422 -0.11 -0.03 0.13 0.0000
H -1.467 -2.976 1.210 -0.16 -0.07 -0.15 -0.0001
H -2.960 -3.912 0.969 0.37 0.22 -0.15 -0.0001
```
Positions in Å, forces in eV/Å.